Run i
Molecular formula: CH3NO2
Method: DFT, the ωB97M-V functional and the def2-TZVPD basis

Computed properties:
HOMO energy (alpha / beta) (eV): -7.91 / -11.16
LUMO energy (alpha / beta) (eV): 1.07 / -2.23
Orbital gap (alpha / beta) (eV): 8.9780 / 8.9315

```
! RIJCOSX wB97M-V def2-TZVPD def2/J DEFGRID3
* xyz 0 3
O 0.46 -0.54 -0.19
O 2.53 0.03 -0.03
N 1.44 0.45 0.10
C -0.86 -0.07 0.02
H -1.36 -0.19 -1.04
H -0.91 0.98 0.44
H -1.31 -0.67 0.70
*
```

***

Run ii
Molecular formula: CH3NO2
Method: DFT, the ωB97M-V functional and the def2-TZVPD basis

Computed properties:
HOMO energy (alpha / beta) (eV): -8.58 / -10.58
LUMO energy (alpha / beta) (eV): 1.08 / -2.47
Orbital gap (alpha / beta) (eV): 9.6609 / 8.1085

```
! RIJCOSX wB97M-V def2-TZVPD def2/J DEFGRID3
* xyz 0 3
O 0.26 -0.68 1.33
O 0.86 -1.62 1.98
N 0.47 -0.63 0.10
C -0.19 0.48 -0.63
H -0.26 1.54 -0.16
H 0.12 0.63 -1.64
H -1.27 0.27 -0.96
*
```

***

Which is most stable, and by how much? run i, by 0.0908 hartree.

***

Run i
Molecular formula: C2H7S2
Method: DFT, the ωB97M-V functional and the def2-TZVPD basis

Computed properties:
HOMO energy (eV): -2.63
LUMO energy (eV): 3.10
Orbital gap (eV): 5.7249

```
! RIJCOSX wB97M-V def2-TZVPD def2/J DEFGRID3
* xyz -1 1
S 2.41 1.23 1.58
S -1.51 -1.63 -1.29
C -0.93 -0.27 0.02
C 0.33 0.18 -0.74
H -1.95 0.26 0.19
H -0.64 -0.83 1.01
H -1.95 -2.33 -0.18
H 0.60 1.13 -0.32
H 2.03 2.50 2.02
H 0.41 0.17 -1.84
H 1.21 -0.39 -0.44
*
```

***

Run ii
Molecular formula: C2H7S2
Method: DFT, the ωB97M-V functional and the def2-TZVPD basis

Computed properties:
HOMO energy (eV): -3.03
LUMO energy (eV): 3.71
Orbital gap (eV): 6.7417

```
! RIJCOSX wB97M-V def2-TZVPD def2/J DEFGRID3
* xyz -1 1
S -0.97 1.24 0.07
S 1.76 2.31 2.02
C -0.67 -1.34 -1.06
C -0.29 -0.48 0.13
H 0.79 -0.39 0.25
H -0.19 -2.32 -1.00
H 2.22 2.62 0.77
H -1.76 -1.36 -1.10
H 0.10 1.63 0.91
H -0.68 -0.94 1.04
H -0.34 -0.97 -2.04
*
```

***

Run iii
Molecular formula: C2H7S2
Method: DFT, the ωB97M-V functional and the def2-TZVPD basis

Computed properties:
HOMO energy (eV): -2.14
LUMO energy (eV): 3.01
Orbital gap (eV): 5.1497

```
! RIJCOSX wB97M-V def2-TZVPD def2/J DEFGRID3
* xyz -1 1
S -2.12 -0.63 -2.06
S 2.59 0.73 1.29
C -1.55 -0.38 -0.35
C 1.01 0.19 2.12
H -2.28 -0.87 0.26
H -0.57 -0.79 -0.19
H -1.53 0.68 -0.12
H 0.47 1.11 2.31
H -1.04 -0.13 -2.67
H 0.62 -0.50 1.38
H 1.11 -0.36 3.05
*
```

***

Which is most stable, and by how much? run ii, by 0.0303 hartree.

***

Run i
Molecular formula: C2H7S2
Method: DFT, the ωB97M-V functional and the def2-TZVPD basis

Computed properties:
HOMO energy (eV): -2.97
LUMO energy (eV): 3.82
Orbital gap (eV): 6.7910

```
! RIJCOSX wB97M-V def2-TZVPD def2/J DEFGRID3
* xyz -1 1
S -1.81 -0.38 1.65
S -0.12 -0.26 -1.22
C 1.19 0.35 -0.15
C 2.36 0.91 -0.93
H -1.81 -1.71 1.49
H 2.02 1.71 -1.60
H 1.49 -0.46 0.53
H 0.73 1.11 0.48
H -1.26 -0.25 0.25
H 2.82 0.16 -1.57
H 3.11 1.37 -0.27
*
```

***

Run ii
Molecular formula: C2H7S2
Method: DFT, the ωB97M-V functional and the def2-TZVPD basis

Computed properties:
HOMO energy (eV): -2.47
LUMO energy (eV): 2.94
Orbital gap (eV): 5.4188

```
! RIJCOSX wB97M-V def2-TZVPD def2/J DEFGRID3
* xyz -1 1
S -0.94 3.48 1.76
S 0.24 -2.07 -0.72
C 1.55 -0.80 -0.91
C -0.99 -1.09 0.13
H -1.04 -0.09 -0.27
H 1.32 0.03 -0.25
H 2.51 -1.24 -0.72
H -1.95 -1.59 0.06
H -0.78 -1.02 1.20
H 1.42 -0.37 -1.91
H -1.35 4.76 1.64
*
```

***

Which is most stable, and by how much? run i, by 0.0123 hartree.

***

Run i
Molecular formula: C2H7S2
Method: DFT, the ωB97M-V functional and the def2-TZVPD basis

Computed properties:
HOMO energy (eV): -2.42
LUMO energy (eV): 3.64
Orbital gap (eV): 6.0611

```
! RIJCOSX wB97M-V def2-TZVPD def2/J DEFGRID3
* xyz -1 1
S -1.01 -0.27 -1.83
S 1.25 0.30 1.15
C -1.19 1.52 -1.60
C 1.14 -1.38 1.88
H -1.28 1.96 -2.60
H -0.27 1.90 -1.13
H 0.75 -2.07 1.13
H 0.45 -1.41 2.72
H -2.01 1.70 -0.93
H 2.10 -1.79 2.23
H 0.07 -0.48 -1.03
*
```

***

Run ii
Molecular formula: C2H7S2
Method: DFT, the ωB97M-V functional and the def2-TZVPD basis

Computed properties:
HOMO energy (eV): -2.26
LUMO energy (eV): 3.20
Orbital gap (eV): 5.4600

```
! RIJCOSX wB97M-V def2-TZVPD def2/J DEFGRID3
* xyz -1 1
S -1.66 0.72 1.01
S 3.21 -0.11 -0.10
C -2.34 -0.15 -0.48
C 1.42 0.32 0.19
H -3.13 -0.87 -0.23
H 1.17 1.08 -0.52
H 1.35 0.65 1.21
H 3.37 -0.95 0.94
H -1.48 -0.68 -0.89
H -2.76 0.58 -1.17
H 0.85 -0.58 0.04
*
```

***

Which is most stable, and by how much? run i, by 0.0080 hartree.